Molecular formula: C13H34CaNO7
Method: DFT, ωB97M-V/def2-TZVPD

Each line ends with the Mulliken charge.
Geometry (Å):
Ca (38.713, -12.478, 4.359)  1.680
C (37.392, -16.098, 6.507)  -0.953
C (38.169, -15.017, 5.791)  0.783
O (38.038, -13.776, 6.042)  -0.892
O (38.848, -15.327, 4.778)  -0.692
H (37.345, -15.757, 7.547)  0.326
H (37.767, -17.107, 6.421)  0.329
H (36.364, -16.006, 6.152)  0.103
C (41.234, -10.968, 6.586)  -0.833
O (40.186, -11.826, 6.092)  -0.229
H (40.775, -10.136, 7.117)  0.257
H (41.880, -11.575, 7.224)  0.356
H (41.903, -10.646, 5.788)  0.193
H (40.015, -12.525, 6.738)  0.199
C (39.250, -14.532, 1.356)  -0.727
O (38.351, -13.595, 1.921)  -0.282
H (38.784, -15.377, 0.845)  0.330
H (39.889, -14.033, 0.613)  0.327
H (39.912, -14.960, 2.104)  0.179
H (37.777, -13.237, 1.241)  0.214
C (37.404, -10.381, 6.722)  -1.083
O (37.529, -10.686, 5.339)  0.600
C (37.392, -9.479, 4.571)  -0.924
C (37.583, -9.747, 3.073)  -0.836
N (38.752, -10.628, 2.806)  -0.323
C (40.034, -9.870, 2.986)  -0.690
C (41.235, -10.803, 2.824)  -1.090
O (40.915, -12.072, 3.363)  0.113
C (41.953, -13.019, 3.191)  -1.062
H (36.436, -9.942, 6.974)  0.395
H (38.225, -9.724, 7.028)  0.281
H (37.485, -11.310, 7.287)  0.196
H (38.205, -8.822, 4.911)  0.432
H (36.483, -8.930, 4.820)  0.494
H (37.811, -8.791, 2.584)  0.483
H (36.677, -10.128, 2.609)  0.406
H (38.763, -10.856, 1.816)  0.173
H (40.037, -9.469, 3.998)  0.284
H (40.053, -9.111, 2.202)  0.493
H (42.138, -10.381, 3.274)  0.433
H (41.453, -10.935, 1.755)  0.531
H (42.758, -12.816, 3.905)  0.306
H (42.284, -13.060, 2.149)  0.376
H (41.644, -14.043, 3.418)  0.265
C (34.199, -11.781, 4.602)  -0.985
C (35.056, -13.045, 4.497)  0.425
C (34.341, -14.338, 4.090)  -1.053
O (36.216, -12.803, 3.664)  -0.226
H (34.153, -11.336, 3.606)  0.225
H (34.660, -11.088, 5.304)  0.099
H (33.229, -12.047, 5.018)  0.467
H (35.467, -13.238, 5.492)  0.071
H (34.447, -14.561, 3.026)  0.241
H (33.293, -14.201, 4.356)  0.385
H (34.757, -15.202, 4.603)  0.169
H (35.846, -12.707, 2.777)  0.257

LUMO level = -2.5 eV
total charge = +1
F_max = 2.99 eV/Å
HOMO level = -11.28 eV
orbital gap = 8.745 eV

---

Molecular formula: C13H34Cl2MnO14P3
Method: DFT, ωB97M-V/def2-TZVPD

Each line ends with the Mulliken spin population.
Geometry (Å):
Mn (0.965, 0.100, -0.743)  4.867
C (-0.092, -0.778, 3.013)  0.006
C (0.269, -0.285, 1.649)  -0.044
O (1.506, -0.234, 1.337)  0.038
O (-0.571, 0.073, 0.776)  0.064
H (0.811, -0.685, 3.612)  0.002
H (-0.311, -1.846, 2.929)  0.002
H (-0.947, -0.273, 3.452)  -0.001
Cl (0.138, 0.040, 8.233)  0.000
C (1.111, 0.616, 6.865)  0.000
C (1.417, 2.090, 7.008)  0.000
Cl (2.479, 2.551, 5.627)  0.000
H (0.593, 0.403, 5.936)  0.000
H (2.045, 0.057, 6.871)  0.000
H (1.843, 2.362, 7.966)  0.000
H (0.533, 2.693, 6.814)  0.000
C (-1.963, -3.275, -0.067)  0.001
O (-1.024, -3.721, -1.072)  0.001
P (0.504, -3.424, -0.872)  0.023
O (0.857, -2.012, -0.929)  0.020
O (0.809, -4.089, 0.525)  0.001
C (2.150, -4.263, 0.976)  0.000
O (1.213, -4.271, -1.947)  0.000
C (0.933, -5.660, -2.173)  0.000
H (-2.808, -3.953, -0.124)  0.000
H (-2.294, -2.263, -0.301)  -0.001
H (-1.509, -3.258, 0.920)  -0.001
H (2.903, -4.124, 0.196)  0.000
H (2.286, -5.260, 1.387)  0.000
H (2.373, -3.525, 1.748)  0.000
H (-0.078, -5.901, -1.855)  0.000
H (1.632, -6.260, -1.588)  0.000
H (1.090, -5.903, -3.217)  0.000
C (2.978, 3.966, -2.497)  -0.001
O (2.758, 4.107, -1.081)  0.001
P (1.420, 3.638, -0.434)  0.013
O (1.096, 2.220, -0.666)  0.029
O (1.605, 4.032, 1.052)  0.002
C (2.223, 3.079, 1.940)  0.001
O (0.356, 4.625, -0.983)  0.001
C (-1.026, 4.213, -0.890)  -0.001
H (2.041, 3.891, -3.042)  0.000
H (3.624, 3.111, -2.690)  0.000
H (3.534, 4.846, -2.809)  0.000
H (3.024, 3.607, 2.456)  0.000
H (2.628, 2.207, 1.431)  0.002
H (1.566, 2.702, 2.722)  -0.001
H (-1.163, 3.458, -0.117)  0.000
H (-1.428, 3.951, -1.862)  0.000
H (-1.595, 5.064, -0.507)  0.000
C (-3.693, 0.574, -1.109)  0.000
O (-3.035, -0.445, -1.876)  0.001
P (-1.852, -0.100, -2.833)  0.009
O (-0.600, 0.208, -2.132)  -0.031
O (-1.690, -1.330, -3.754)  -0.004
C (-2.867, -1.975, -4.334)  0.001
O (-2.366, 1.105, -3.678)  0.000
C (-1.499, 1.723, -4.635)  -0.001
H (-3.121, 0.783, -0.201)  0.000
H (-4.663, 0.205, -0.793)  0.000
H (-3.779, 1.503, -1.668)  0.000
H (-2.826, -1.864, -5.408)  0.000
H (-3.790, -1.558, -3.930)  0.000
H (-2.828, -2.989, -3.948)  0.000
H (-0.492, 1.314, -4.615)  -0.001
H (-1.468, 2.794, -4.433)  0.000
H (-1.937, 1.617, -5.627)  0.000

LUMO level (alpha / beta) = -2.0 / -2.3 eV
total charge = +1
<S²> = 8.75
F_max = 1.39 eV/Å
HOMO level (alpha / beta) = -11.51 / -12.32 eV
2S+1 = 6
orbital gap (alpha / beta) = 9.533 / 10.050 eV

---

Molecular formula: C13H34ClIN3OP2Tb
Method: DFT, ωB97M-V/def2-TZVPD

Each line ends with the Mulliken spin population.
Geometry (Å):
C (2.254, -5.099, -0.578)  0.000
C (1.893, -3.788, -1.160)  0.000
H (1.341, -5.448, -0.093)  0.000
H (2.998, -4.982, 0.232)  0.000
H (2.641, -5.810, -1.310)  0.000
O (0.988, -3.080, -0.715)  0.000
I (3.102, -3.269, -2.717)  0.000
Tb (0.977, 1.003, 0.244)  6.122
P (-0.048, -0.762, -2.870)  -0.003
C (-1.742, -0.388, -3.521)  -0.003
C (0.918, -0.379, -4.365)  -0.001
H (0.409, -0.664, -5.297)  -0.001
H (-0.609, -2.738, -4.252)  0.000
H (1.892, -0.883, -4.307)  0.001
H (0.753, -3.040, -3.146)  0.000
H (-1.922, 0.685, -3.629)  0.001
H (1.058, 0.708, -4.392)  0.000
C (-0.237, -2.557, -3.234)  -0.004
H (-1.951, -0.843, -4.503)  -0.001
H (-0.853, -3.019, -2.454)  0.000
H (-2.504, -0.772, -2.829)  0.000
P (1.944, -0.111, 2.480)  -0.073
C (1.288, 0.477, 4.103)  0.001
C (2.078, -1.821, 2.941)  -0.001
H (4.258, -0.096, 1.816)  0.001
H (4.059, 0.305, 3.541)  -0.001
H (3.727, 1.516, 2.315)  0.000
C (3.668, 0.457, 2.544)  0.002
H (2.752, -2.321, 2.250)  0.000
H (2.328, -1.980, 3.990)  -0.001
H (1.967, 0.157, 4.899)  0.000
H (0.302, 0.035, 4.271)  0.000
H (1.111, -2.298, 2.824)  0.000
H (1.175, 1.559, 4.175)  -0.001
Cl (3.236, -1.332, 0.008)  -0.018
C (-3.623, 0.574, 1.324)  0.001
N (-2.891, 1.814, 1.010)  0.002
C (-3.559, 3.112, 0.931)  0.000
C (-1.666, 1.604, 0.598)  0.015
N (-1.140, 0.385, 0.635)  -0.039
N (-0.742, 2.667, 0.183)  0.003
C (-1.228, 3.314, -1.127)  -0.003
C (-0.530, 3.795, 1.211)  0.000
H (-4.637, 0.821, 1.627)  0.000
H (-3.104, 0.045, 2.142)  0.000
H (-3.643, -0.109, 0.452)  0.000
H (-3.070, 3.876, 1.534)  0.000
H (-3.638, 3.516, -0.082)  0.000
H (-4.563, 2.968, 1.306)  0.000
H (-1.727, -0.367, 0.975)  0.001
H (-1.744, 4.260, -0.879)  -0.001
H (-0.341, 3.511, -1.743)  0.002
H (-1.930, 2.685, -1.706)  0.000
H (-0.915, 3.523, 2.207)  0.001
H (-1.139, 4.653, 0.875)  -0.002
H (0.580, 3.927, 1.269)  -0.001

LUMO level (alpha / beta) = -7.4 / -6.9 eV
total charge = +2
<S²> = 12.71
F_max = 3.84 eV/Å
HOMO level (alpha / beta) = -13.38 / -13.39 eV
2S+1 = 7
orbital gap (alpha / beta) = 6.025 / 6.533 eV

---

Molecular formula: C13H34FNO5Pd
Method: DFT, ωB97M-V/def2-TZVPD

Each line ends with the Mulliken spin population.
Geometry (Å):
Pd (0.262, 27.631, 7.282)  1.554
C (4.354, 27.071, 6.538)  0.002
C (4.003, 25.539, 6.611)  -0.055
C (4.669, 25.058, 7.931)  0.036
C (4.321, 23.574, 8.219)  0.001
C (2.789, 23.433, 8.340)  0.005
C (1.903, 23.989, 7.176)  -0.009
N (2.523, 25.353, 6.862)  0.650
O (1.701, 26.217, 6.055)  0.462
C (0.468, 24.126, 7.736)  -0.007
C (1.949, 23.017, 6.016)  0.060
C (4.668, 24.848, 5.382)  0.042
H (3.972, 27.657, 7.374)  0.002
H (3.850, 27.581, 5.718)  0.000
H (5.433, 27.227, 6.513)  -0.001
H (4.323, 25.689, 8.750)  -0.016
H (5.738, 25.252, 7.844)  0.000
H (4.769, 23.226, 9.150)  0.000
H (4.742, 22.859, 7.512)  0.000
H (2.376, 23.802, 9.279)  -0.001
H (2.691, 22.349, 8.394)  -0.001
H (0.077, 23.250, 8.253)  -0.002
H (-0.235, 24.413, 6.954)  0.000
H (0.394, 24.898, 8.501)  0.007
H (1.425, 22.087, 6.240)  -0.001
H (2.951, 22.681, 5.750)  -0.003
H (1.569, 23.450, 5.091)  -0.001
H (5.277, 23.978, 5.627)  -0.002
H (5.370, 25.477, 4.835)  0.002
H (3.987, 24.529, 4.593)  -0.002
F (-1.186, 27.036, 8.807)  0.207
C (2.231, 27.356, 10.304)  0.000
O (1.803, 27.206, 8.943)  0.078
H (3.310, 27.503, 10.351)  0.005
H (1.873, 28.235, 10.840)  0.002
H (2.077, 26.469, 10.918)  0.001
H (2.246, 26.410, 8.640)  -0.022
C (-2.732, 24.227, 10.372)  0.001
O (-1.421, 24.803, 10.470)  0.007
H (-2.747, 23.348, 11.016)  0.000
H (-3.486, 24.919, 10.747)  0.000
H (-2.968, 23.986, 9.335)  0.000
H (-1.269, 25.508, 9.836)  -0.010
C (-2.453, 27.789, 11.942)  0.000
O (-1.888, 28.593, 10.957)  0.009
H (-3.367, 27.371, 11.520)  0.000
H (-1.733, 27.109, 12.398)  0.000
H (-2.720, 28.519, 12.706)  0.001
H (-1.630, 28.029, 10.225)  -0.002
C (-4.667, 28.156, 8.053)  0.000
O (-4.039, 26.850, 7.912)  0.002
H (-4.627, 28.540, 9.072)  0.000
H (-4.231, 28.878, 7.363)  0.000
H (-5.732, 28.109, 7.827)  0.000
H (-3.199, 26.904, 8.374)  0.000

LUMO level (alpha / beta) = -5.1 / -8.0 eV
total charge = +1
<S²> = 3.76
F_max = 4.75 eV/Å
HOMO level (alpha / beta) = -12.06 / -12.04 eV
2S+1 = 4
orbital gap (alpha / beta) = 6.996 / 4.041 eV

---

Electronic energy values, unit eV, following the record order: -48291.1257 -126934.4837 -82170.7614 -31943.5711.